1.
The following is a DFT calculation (wB97M-V/def2-TZVPD) of CHNO3 in the gas phase.

As for the energy above the lowest of the compared OMol25 structures with the same formula, charge and spin: 115.9 kcal per mole. The calculation puts the LUMO energy (alpha / beta) at -2.5761 / -2.5768 eV. The value obtained for the orbital gap (alpha / beta) is 8.7 / 8.7 eV.

Last column: natural (NBO) charge in e.
Positions of all 6 atoms, in Å:
O: -1.30177 0.14566 0.76780  0.19
C: 0.56244 -0.27316 -0.57444  0.46
H: 1.09841 -0.68387 0.31837  0.15
N: -0.79463 -0.25722 -0.30482  -0.05
O: 1.09792 -0.00537 -1.59730  -0.46
O: -0.66237 1.07396 1.39039  -0.28

Atomic forces in eV per Å
1.2457 0.7490 -0.9510
1.4551 0.7332 1.5865
-0.1205 0.0554 -0.1614
-2.5355 -1.3459 -0.5399
-0.2185 0.0066 -0.5071
0.1737 -0.1983 0.5730

---

2.
The following is a DFT calculation (wB97M-V/def2-TZVPD) of 2 unconnected molecules or ions with the total composition C5H4INS.

As for the energy above the lowest of the compared OMol25 structures with the same formula, charge and spin: 4.0 kcal per mole. The calculation puts the LUMO energy at 0.0149 eV. The SMILES is N#Cc1cccs1.I. The value obtained for the orbital gap is 9.4 eV.

Last column: natural (NBO) charge in e.
Positions of all 12 atoms, in Å:
H: 1.32647 -1.43290 -1.63858  0.22
C: 0.74087 -0.82642 -1.15319  -0.39
S: -0.79659 -1.21494 -0.58024  0.48
C: -0.01934 1.33728 -0.46688  -0.19
N: -2.97809 1.27132 1.35065  -0.29
H: 1.89101 0.91466 -1.45422  0.22
H: 0.03151 2.42343 -0.15875  0.26
I: 1.37009 -1.66444 2.83786  -0.09
C: -2.15526 0.89830 0.64589  0.25
C: 0.95686 0.53888 -1.12886  -0.24
H: 0.68490 -2.73990 1.88400  0.09
C: -1.05244 0.49474 -0.13766  -0.32

Atomic forces in eV per Å
3.0059 -3.5792 -2.3247
-3.0249 4.9864 1.6054
-0.5160 1.5013 0.7056
-0.1256 -0.6941 0.0369
-0.5410 0.1433 0.2242
0.7105 0.4525 -0.4184
-0.0540 -1.5624 -0.6699
0.1151 0.1863 0.1492
0.0399 -0.1883 0.0746
0.5556 -0.4656 0.7301
-0.1085 -0.1640 -0.1322
-0.0571 -0.6161 0.0193

---

3.
The following is a DFT calculation (wB97M-V/def2-TZVPD) of a molecular structure, C3H6S.

As for the energy above the lowest of the compared OMol25 structures with the same formula, charge and spin: 89.8 kcal per mole. The calculation puts the LUMO energy at 0.8262 eV. The value obtained for the orbital gap is 9.7 eV.

Last column: natural (NBO) charge in e.
Positions of all 10 atoms, in Å:
S: -2.12799 -0.28431 0.00447  0.02
C: -0.66103 0.69610 0.08689  -0.65
H: 2.06723 -1.14818 -0.17051  0.23
H: -1.43682 -1.36373 -0.86471  0.13
C: 1.04343 -0.94519 0.15594  -0.47
H: 0.12994 -1.36916 0.37344  0.22
H: -0.70644 0.87289 1.42536  0.23
C: 0.74318 0.35117 -0.09492  -0.18
H: 1.40869 1.37882 -0.50261  0.22
H: -0.46020 1.81157 -0.41335  0.24

Atomic forces in eV per Å
1.7123 -2.6011 -2.6667
0.5885 6.0904 3.9887
-0.5114 -1.4197 0.7905
-1.7688 2.1064 1.5053
2.9545 4.3715 -2.3285
-0.8169 -2.5916 0.7635
0.1762 0.4088 -3.8354
1.8246 -0.1557 -0.7905
-1.4238 -3.7990 1.4118
-2.7351 -2.4100 1.1614

---

4.
The following is a DFT calculation (wB97M-V/def2-TZVPD) of C4F7IO in the gas phase.

Its spin multiplicity is 3. The calculation puts the LUMO energy (alpha / beta) at -0.0601 / -2.2422 eV. The value obtained for the orbital gap (alpha / beta) is 5.9 / 8.2 eV.

Last column: natural (NBO) charge in e.
Positions of all 13 atoms, in Å:
F: 1.74741 1.20590 -1.44600  -0.28
C: -0.85173 -1.15120 -0.82388  0.90
C: 0.87251 0.97936 0.79471  0.53
F: 1.24298 0.65894 2.07042  -0.30
F: -0.98494 -0.32608 -1.88923  -0.31
I: -3.15157 0.38973 0.38616  0.17
C: -1.17198 -0.33356 0.44705  0.39
F: 3.07724 1.36382 0.26030  -0.28
O: -0.43455 0.99937 0.62472  -0.51
C: 1.86174 1.09265 -0.13073  0.59
F: -1.60070 -2.19906 -1.00410  -0.28
F: -1.05922 -1.13760 1.48349  -0.31
F: 0.45280 -1.54228 -0.77292  -0.32

Atomic forces in eV per Å
-0.7906 -0.1054 0.5203
1.6543 1.8087 -0.7036
-5.4960 0.9767 5.8316
0.2519 -0.5532 -1.2853
0.1269 -0.5304 0.3824
-0.5954 0.0539 -0.1314
-1.2667 0.9987 -0.6302
0.5654 1.0922 0.5421
0.4813 -1.4992 -0.5088
5.2446 -1.5257 -5.1022
-0.4359 -0.5736 0.2290
0.9034 -0.2181 0.8286
-0.6431 0.0754 0.0276

---

no.,strongest force on any atom (eV Å⁻¹)
1,2.9
2,6.0
3,7.3
4,8.1